No. 1
12
Properties=species:S:1:pos:R:3:forces:R:3 method="wB97M-V/def2-TZVPD" lumo_ev="-0.5 / -0.5" largest_force_ev_per_a=2.42 orbital_gap_ha="0.286 / 0.286" smiles="O=CC(=O)N1CC1" charge=0
O 0.0513 2.1215 -0.0409 -1.22 1.70 -0.06
C -0.9974 1.6796 -0.4245 0.63 0.12 0.77
C -0.8943 0.5401 -1.3978 1.43 -1.88 0.51
O -1.3495 0.2576 -2.4522 1.11 0.08 1.62
N 0.3706 -0.1424 -0.2962 -0.68 -0.11 -0.83
C 1.3465 -1.0976 0.2193 -0.18 -0.23 -0.67
C 0.1216 -0.7626 0.9974 -0.38 0.10 -0.16
H -1.9657 1.8390 0.0709 -0.13 0.34 -0.28
H 2.2948 -0.6786 0.6052 -0.53 0.07 -0.59
H 1.4709 -2.0663 -0.2506 -0.18 -0.20 0.15
H -0.6606 -1.5208 1.0501 0.14 0.00 -0.02
H 0.2118 -0.1696 1.9194 -0.01 0.00 -0.44



No. 2
12
Properties=species:S:1:pos:R:3:forces:R:3 method="wB97M-V/def2-TZVPD" lumo_ev=0.7 largest_force_ev_per_a=2.68 orbital_gap_ha=0.354 smiles="NC#C[C@H](O)C=O" charge=0
N 0.9322 1.1690 -2.1180 0.21 0.24 -0.14
C 0.3540 0.9514 -0.9575 -0.70 -0.19 -0.45
C -0.4940 0.4896 -0.1899 0.88 2.12 0.63
C -0.6777 -0.6047 0.7158 -0.29 -0.72 -1.27
O -1.7500 -0.6345 1.6116 -0.27 0.46 0.09
C 0.6123 -0.9289 1.5116 0.17 -0.25 -0.68
O 1.6056 -1.4049 1.0288 -0.49 0.13 0.17
H 1.5667 1.9347 -2.2327 0.13 0.07 -0.11
H 0.6072 0.6951 -2.9487 0.11 0.09 0.17
H -0.9722 -1.0927 -0.3014 0.68 -1.78 1.89
H -2.3835 0.0206 1.2989 -0.12 -0.01 0.18
H 0.5994 -0.5946 2.5815 -0.33 -0.17 -0.47



No. 3
12
Properties=species:S:1:pos:R:3:forces:R:3 method="wB97M-V/def2-TZVPD" lumo_ev=-0.2 largest_force_ev_per_a=0.61 orbital_gap_ha=0.369 charge=0
N 1.6714 1.5216 1.4020 -0.15 -0.28 -0.27
C 0.9201 0.9730 0.5452 0.08 0.28 0.23
C -1.9947 -0.3739 -0.9589 0.13 -0.10 0.09
C -1.0332 -0.8392 -0.1798 -0.37 0.13 -0.04
O 0.2550 -1.0521 -0.6546 0.06 0.02 -0.03
C 1.2720 -0.3532 -0.0950 0.59 -0.17 0.04
O 2.4009 -0.7596 -0.1485 -0.58 0.17 0.00
H 0.0009 1.4694 0.2327 0.10 -0.09 0.07
H 2.4863 0.9188 1.5624 0.00 0.07 -0.01
H -3.0024 -0.2713 -0.5727 0.14 -0.05 -0.04
H -1.7968 -0.0910 -1.9873 -0.02 -0.06 0.10
H -1.1796 -1.1426 0.8547 0.01 0.07 -0.14